(1)
The following is a DFT calculation (the ωB97M-V functional and the def2-TZVPD basis) of 3 unconnected molecules or ions with the total composition C21H44BFN2O8PS2.

Last column: Löwdin charge in e.
Positions of all 80 atoms, in Å:
H (8.12919, -9.00632, -1.03001)  0.082
B (-5.87782, 0.71262, 0.05578)  -0.573
H (-7.19545, -0.73442, 0.71936)  0.106
H (6.66032, -7.31753, -0.00627)  0.120
H (2.46546, -1.42011, 2.01612)  0.077
H (-4.80386, 0.28369, -1.55886)  0.105
P (-2.61758, 5.73823, 1.95120)  0.975
S (1.76698, -2.70449, 0.17969)  0.556
C (1.80991, 4.49323, 1.44621)  -0.116
H (-0.22312, -4.45074, 0.89729)  0.112
H (2.39707, 1.92974, 0.36918)  0.122
H (3.71453, -5.03180, -2.33780)  0.050
H (-3.56476, 7.29573, 3.52433)  0.042
H (-5.06594, 1.58674, 2.52921)  0.183
H (8.44503, -7.43690, -1.79162)  0.085
H (7.49344, -8.65216, -2.64135)  0.074
C (6.45330, -7.67947, -1.01103)  -0.249
H (-3.24998, 3.55301, -2.80863)  0.107
C (-5.00388, 1.97161, 0.49989)  -0.040
H (-2.48537, 5.60306, -0.67153)  0.073
H (-0.68858, 4.08449, -1.27422)  0.102
H (1.78596, 4.93511, 2.43646)  0.082
F (-3.86127, 3.33962, 3.50056)  0.153
H (5.17194, -4.43992, -3.19556)  0.079
H (-1.47691, 5.10903, 4.01074)  0.046
H (3.07640, -0.81060, 0.44829)  0.068
O (1.28264, 3.18807, 1.54959)  -0.196
H (1.21554, 5.10904, 0.76531)  0.086
H (3.82864, -2.24689, 1.19460)  0.079
H (1.39908, 3.09432, -0.50700)  0.121
C (-1.27379, 4.97898, 2.95127)  -0.263
H (0.96697, -5.37864, -1.10424)  0.073
H (-7.00486, 0.49382, 1.82593)  0.080
O (-5.68187, 0.18257, -1.18246)  0.180
H (0.74329, -5.47400, 1.95678)  0.123
N (-6.92513, 0.22830, 0.85871)  0.226
S (5.11529, -6.77750, -3.04064)  0.560
H (2.84031, 4.47194, 1.08908)  0.094
H (-2.35308, 5.01619, -3.03564)  0.119
H (-2.45404, 1.74490, -1.62441)  0.082
C (-4.48518, 2.86597, -0.40841)  0.039
O (6.03075, -6.98271, -4.11903)  -0.271
H (-0.36375, 5.52614, 2.71866)  0.013
H (-1.10588, 3.92770, 2.73807)  0.037
H (0.30995, -6.70090, -0.13446)  0.086
O (5.92328, -6.51847, -1.69805)  -0.268
C (-3.51295, 4.23802, 1.33133)  -0.230
C (-1.06574, 1.93062, 0.04033)  -0.190
C (-3.19255, 4.90387, -1.10478)  -0.148
C (-1.43268, 2.07328, -1.44769)  -0.169
H (-1.76996, 1.24458, 0.51611)  0.107
H (-4.69284, 2.69494, -1.45086)  0.130
H (-3.72981, 5.64244, 4.14140)  0.031
C (7.70530, -8.22626, -1.66244)  -0.070
O (4.10728, -7.76158, -2.78017)  -0.280
H (3.83095, -5.17665, -4.11530)  0.081
H (5.66868, -8.43361, -0.94233)  0.112
C (4.38435, -5.18786, -3.17927)  -0.118
H (-0.80506, 1.37946, -2.00481)  0.113
H (-0.64473, 3.47633, -2.91781)  0.115
H (-1.18407, 2.89538, 0.53761)  0.087
C (-1.23995, 3.49730, -2.00903)  -0.174
C (0.74216, -4.94588, 1.00657)  -0.235
C (1.03336, -5.88619, -0.14319)  -0.065
C (1.42332, 2.42931, 0.36237)  -0.232
O (0.46813, -2.09536, 0.18760)  -0.290
H (2.03387, -6.30803, -0.05233)  0.086
N (-4.73594, 2.21864, 1.81145)  0.216
H (-4.04159, 5.49389, -1.45915)  0.142
C (-3.72354, 3.99274, -0.03785)  -0.153
C (-3.79183, 6.26895, 3.25804)  -0.284
H (0.33579, 0.88907, 1.27333)  0.118
O (1.76852, -3.93029, 1.17432)  -0.261
H (0.60535, 0.63900, -0.43667)  0.107
H (-4.80899, 6.23013, 2.87483)  0.046
C (-2.54782, 4.22305, -2.31552)  -0.185
C (0.33203, 1.38798, 0.30392)  -0.174
C (2.90368, -1.69317, 1.06052)  -0.115
O (2.34765, -3.09378, -1.06761)  -0.275
C (-4.03357, 3.28939, 2.19603)  -0.261

The value obtained for the HOMO-LUMO gap is 0.2862 hartree. The charge is +1. The HOMO energy comes out at -11.82 eV.


(2)
The following is a DFT calculation (the ωB97M-V functional and the def2-TZVPD basis) of a molecular structure, C21H44ClN6PSZn.

Last column: Löwdin charge in e.
Positions of all 75 atoms, in Å:
H (3.56781, -4.16274, -0.80175)  0.098
H (4.60285, 2.30735, -1.29661)  0.104
H (3.50029, -1.67827, -2.30752)  0.104
C (2.15070, -3.35234, -2.22659)  -0.191
C (-0.48182, 0.55258, -3.51519)  -0.169
H (2.07523, -5.02258, -0.81286)  0.102
N (-1.04557, -0.93736, 2.99712)  -0.112
C (-2.39745, 2.11309, 4.24934)  -0.422
H (3.78260, 3.73536, 0.68151)  0.097
C (-1.82408, -1.85224, -3.56458)  -0.188
H (1.06930, 1.14250, 4.80333)  0.086
H (-3.63251, -0.66078, -4.12056)  0.113
C (2.00784, -3.12257, 0.27079)  -0.190
H (-0.10342, 1.50981, -3.17459)  0.090
H (-0.76048, -1.52860, 2.24398)  0.071
C (1.67248, 3.22782, 0.30560)  -0.183
S (-0.70339, 2.12020, 3.51071)  0.888
H (-0.25071, 2.47728, -0.46497)  0.003
N (1.33635, 1.49701, -1.52572)  -0.235
C (-2.03177, 0.66772, -3.90133)  -0.203
H (-0.93073, -2.27688, -4.11464)  0.123
N (0.08437, 0.01681, 0.42703)  -0.291
C (2.50080, -4.02689, -0.88791)  -0.180
H (3.69880, 1.25894, -0.13363)  0.125
C (-3.53974, 1.93965, 3.27521)  -0.271
H (1.04993, -0.77105, 3.19031)  0.120
H (-3.94417, -1.27396, 2.23287)  0.117
H (1.21790, 4.22051, 0.61639)  0.125
P (0.70214, -0.01810, -1.02220)  0.599
H (0.63252, 3.55218, -1.54191)  0.119
Zn (-1.49129, 0.86218, 1.32014)  0.277
H (-2.61643, 1.12373, -3.05226)  0.076
C (3.14620, 3.39500, -0.14026)  -0.207
N (-0.28586, -0.37994, -2.38462)  -0.222
C (-2.53005, -0.66938, -4.28451)  -0.237
H (2.22534, -1.09906, 0.94171)  0.061
H (3.24389, 4.25935, -0.84982)  0.115
H (-2.08121, -1.03183, -1.52509)  0.094
H (-2.40112, 1.25039, 4.95101)  0.071
C (0.06053, 0.75200, 4.52944)  -0.410
N (-3.37182, 0.77266, 2.38749)  -0.190
H (2.52190, 2.74191, -2.58969)  0.112
C (-2.32367, -1.21304, 3.67817)  -0.194
H (-0.04369, 0.06147, -4.41118)  0.111
H (-2.59853, -2.65264, -3.48551)  0.113
C (3.60946, 2.12024, -0.86676)  -0.195
H (1.12297, -3.54446, -2.43175)  0.088
C (2.44035, -1.88203, -2.33402)  -0.207
H (2.27463, -3.47352, 1.26954)  0.100
C (0.75980, 2.69459, -0.84752)  -0.229
H (3.08970, 1.06774, -2.65397)  0.109
H (-4.02653, 0.84426, 1.60755)  0.054
H (1.62430, 2.58198, 1.11598)  0.051
H (-0.74665, -2.25972, -1.78118)  0.093
C (0.14904, -0.60647, 3.85848)  -0.251
H (3.63488, -1.64901, -0.05932)  0.134
H (2.66570, -3.96876, -2.95232)  0.105
H (-0.50134, 0.74107, 5.45479)  0.060
H (-4.51678, 1.93476, 3.76563)  0.123
H (-2.58014, -2.33708, 3.62154)  0.137
H (2.03629, -1.47458, -3.27409)  0.117
H (-4.41497, -0.52235, 3.68559)  0.124
N (1.92965, -1.19750, -1.14703)  -0.223
C (-1.31955, -1.42406, -2.21217)  -0.242
H (-2.42850, -0.84868, -5.37715)  0.110
H (-3.54061, 2.79425, 2.59475)  0.103
H (0.93489, -3.08964, 0.27306)  0.090
C (-3.55027, -0.57348, 2.97664)  -0.188
C (2.65958, 1.83838, -2.01003)  -0.233
H (-2.44473, 3.11528, 4.72989)  0.085
H (-2.07151, 1.42818, -4.68571)  0.102
H (-2.29889, -0.98624, 4.73542)  0.099
H (0.29711, -1.37733, 4.64575)  0.116
Cl (-2.75138, 1.91408, -0.27394)  -0.009
C (2.50327, -1.68713, 0.09570)  -0.243

The value obtained for the HOMO-LUMO gap is 0.2595 hartree. The HOMO energy comes out at -6.94 eV.


(3)
The following is a DFT calculation (the ωB97M-V functional and the def2-TZVPD basis) of 3 unconnected molecules or ions with the total composition C21H44F2N5O.

Last column: Löwdin charge in e.
Positions of all 73 atoms, in Å:
H (-2.53402, -3.21207, 2.04885)  0.144
H (0.76680, 4.09217, -0.83537)  0.104
H (3.68765, 2.34323, 2.52953)  0.123
N (4.85160, 1.28811, 1.18039)  -0.196
H (2.84943, 1.98313, 1.02832)  0.082
C (-3.09362, -3.88223, 1.39342)  -0.045
H (-5.08429, -4.25368, -0.89854)  0.127
N (-0.33758, -4.33227, -1.13725)  -0.033
H (-2.48352, 3.99332, -0.48635)  0.102
H (4.64101, -0.73275, 0.78425)  0.098
H (5.11833, 2.88486, -1.32650)  0.057
H (1.98388, 0.66918, 2.91701)  0.070
H (3.86538, -0.73536, -1.43235)  0.067
H (0.69231, -2.59050, 0.96320)  0.097
H (6.59320, 2.20405, 0.50172)  0.114
C (2.91575, 0.36671, 2.43428)  -0.085
H (5.68388, 3.11794, 1.66178)  0.112
C (3.97366, 0.26055, -0.99410)  -0.081
H (-2.23429, 5.88097, -2.04444)  0.076
C (-4.24532, -3.08205, 0.73785)  -0.345
H (-0.94634, 4.23862, 1.16317)  0.070
H (5.47512, 4.31081, -0.37454)  0.074
N (-0.23686, -5.60752, -1.32777)  0.209
H (-2.67422, 0.24295, 0.05280)  0.040
H (0.99968, 2.43936, -0.39408)  0.093
C (-2.11727, -4.49835, 0.43878)  -0.112
H (-0.00550, -0.96866, 1.13145)  0.083
H (3.91067, 3.52918, -0.20477)  0.059
C (-1.12981, -2.24775, -0.19351)  -0.287
C (4.97603, 3.34056, -0.34746)  -0.080
H (2.97140, 0.62008, -0.74864)  0.050
H (-0.83010, 5.12625, -2.80127)  0.082
F (-1.30812, -1.68578, -1.44233)  0.027
C (5.57319, 2.48523, 0.77589)  -0.242
C (-1.06889, -6.32036, -0.62085)  -0.042
C (-1.35354, 1.51898, -1.06872)  -0.251
H (0.77456, 4.14968, 1.51002)  0.073
H (-0.21664, 2.71655, 1.69306)  0.050
C (0.25425, 3.24117, -0.38055)  -0.245
C (-1.39033, 5.21305, -1.86955)  -0.086
H (2.66866, -0.41516, 1.71181)  0.044
H (-3.52534, -4.67419, 2.00172)  0.132
C (-2.16689, 1.20078, 0.18849)  -0.075
H (-1.91971, -1.85158, 0.43822)  0.114
C (-2.04456, -5.86417, 0.26208)  0.084
C (-1.18910, -3.76928, -0.31061)  -0.039
N (-5.36893, -2.24345, -1.23364)  0.016
H (-4.98382, -1.36730, 1.19255)  0.112
F (0.51814, -3.58760, -1.82684)  0.182
H (5.91722, 0.03358, -0.08820)  0.118
O (-4.10156, -1.69175, 0.99056)  -0.045
N (-0.84834, 2.86532, -1.25050)  -0.191
H (-5.74075, -2.51366, -2.14012)  0.079
H (4.38770, 0.90207, -1.76932)  0.058
H (-2.69712, -6.53390, 0.80076)  0.144
H (-0.97890, -7.39349, -0.74670)  0.140
C (3.55864, 1.57200, 1.76600)  -0.269
C (-4.49301, -3.34875, -0.75682)  -0.199
H (-0.51477, 0.81838, -1.12887)  0.095
H (-5.16216, -3.38609, 1.24922)  0.150
H (-1.97879, 1.28497, -1.93726)  0.113
H (-3.58438, -3.33532, -1.37034)  0.106
C (4.88607, 0.18358, 0.23921)  -0.243
H (-4.73689, -1.48068, -1.46202)  0.072
H (0.85352, -1.35850, -0.32244)  0.089
C (-1.89875, 3.85540, -1.40953)  -0.271
H (-2.59951, 3.49117, -2.16594)  0.118
C (0.19036, -1.78019, 0.43288)  0.007
C (-0.06490, 3.60245, 1.07611)  -0.076
H (-1.52795, 1.10595, 1.06859)  0.056
H (3.56626, -0.05854, 3.19943)  0.083
H (-0.75263, 5.68865, -1.12340)  0.066
H (-2.93534, 1.94194, 0.40807)  0.076

The value obtained for the HOMO-LUMO gap is 0.1729 hartree. The charge is +1. The HOMO energy comes out at -9.85 eV.


Question: Which of these has the highest HOMO-LUMO gap?
Answer: C21H44BFN2O8PS2


Question: The lowest HOMO-LUMO gap belongs to which entry?
Answer: C21H44F2N5O


Question: Among the records above, which one has the highest HOMO?
Answer: C21H44ClN6PSZn